Density functional theory data (ωB97M-V/def2-TZVPD) for one molecule with the formula C17H21N5O3S.

Last column: Löwdin charge in e.
Atoms and positions in Å:
O -2.899 -0.296 1.500  -0.52
N 0.328 0.586 3.396  0.14
N 2.914 3.193 3.086  0.12
N 1.296 3.300 1.362  0.14
O -1.407 -4.250 -1.518  -0.09
O -0.826 0.807 -2.104  -0.14
C -0.583 0.490 2.430  -0.37
C 2.392 3.759 2.007  -0.17
C 2.305 2.162 3.598  -0.37
C 0.772 2.194 1.910  -0.27
C 0.645 -3.955 1.527  -0.07
C 0.128 -4.407 0.322  -0.01
C -0.015 -2.876 2.183  -0.09
C -1.517 -2.638 0.312  -0.04
C 1.174 1.623 3.057  -0.19
C -0.960 -3.760 -0.319  -0.26
C -1.101 -2.206 1.576  -0.37
N 2.722 1.832 4.832  0.16
N -0.351 1.523 1.521  0.04
S -1.868 -0.808 2.448  1.04
C -2.060 -3.349 -2.411  -0.06
C -0.667 0.940 -4.496  -0.06
C 0.662 2.446 -3.122  -0.06
C -0.205 0.600 -0.801  -0.15
C -0.857 1.605 0.135  -0.09
C 0.094 1.036 -3.196  -0.46
H 2.844 4.644 1.546  0.11
H 1.522 -4.463 1.980  0.12
H 0.592 -5.266 -0.159  0.12
H 0.334 -2.591 3.186  0.11
H -2.458 -2.211 -0.094  0.13
H 2.037 1.300 5.354  0.10
H 3.223 2.563 5.315  0.11
H -1.651 -2.330 -2.358  0.09
H -3.125 -3.359 -2.168  0.10
H -1.920 -3.720 -3.433  0.09
H -1.573 1.576 -4.453  0.10
H -0.071 1.269 -5.322  0.07
H -0.993 -0.106 -4.682  0.08
H 1.241 2.717 -3.999  0.07
H -0.182 3.201 -3.038  0.11
H 1.284 2.575 -2.236  0.07
H -0.378 -0.426 -0.490  0.10
H 0.888 0.727 -0.865  0.13
H -1.954 1.480 0.131  0.13
H -0.660 2.598 -0.264  0.12
H 0.887 0.271 -3.187  0.14

## Properties
energy relative to the best compared isomer or geometry (same formula, charge and spin): 70.9 kcal per mole